{
  "formula": "C28H47BiN5O8P2Si2",
  "method": "the ωB97M-V functional and the def2-TZVPD basis",
  "mol_weight_g_mol": 908.81,
  "orbital_gap_ev": 7.2,
  "homo_energy_ev": -4.929,
  "e_above_lowest_kj_mol": 63.3,
  "energy_ev": -93813.96144,
  "multiplicity": 1,
  "total_charge": -1,
  "e_lumo_ev": 2.25,
  "symbols": ["Bi", "O", "P", "O", "O", "O", "P", "O", "O", "O", "H", "H", "C", "C", "C", "C", "C", "C", "N", "N", "Si", "C", "C", "C", "H", "H", "H", "H", "H", "H", "H", "H", "H", "H", "H", "H", "H", "H", "H", "C", "Si", "C", "C", "N", "C", "C", "C", "C", "C", "C", "O", "C", "C", "C", "C", "C", "C", "H", "H", "H", "H", "H", "H", "H", "H", "H", "H", "H", "H", "H", "H", "H", "H", "H", "H", "C", "C", "C", "C", "N", "N", "H", "H", "H", "H", "H", "H", "H", "H", "H", "H", "H", "H"],
  "xyz": [[-14.45064, -13.68030, -1.77080], [-18.27212, -12.23506, 0.15589], [-17.83978, -13.62444, -0.51088], [-19.00117, -14.46287, -0.79251], [-16.78581, -13.34637, -1.57371], [-17.03678, -14.29743, 0.72811], [-15.62398, -13.96819, 1.46551], [-15.90901, -12.50121, 2.09952], [-15.28164, -14.97509, 2.51030], [-14.58296, -13.61704, 0.40713], [-17.48879, -11.68266, 0.26161], [-16.82500, -12.44388, 2.42383], [-10.67795, -12.92570, -2.17429], [-10.93405, -14.35514, -1.75777], [-9.99479, -15.29786, -1.50619], [-10.45787, -16.58199, -1.27168], [-11.75960, -16.92682, -1.24914], [-12.72599, -15.89827, -1.43017], [-12.21686, -14.68339, -1.69558], [-14.06755, -15.96004, -1.33244], [-15.06722, -17.38903, -1.06720], [-16.74438, -17.06604, -1.89378], [-14.44317, -18.81741, -2.03707], [-14.97192, -18.00318, 0.71254], [-9.79579, -12.60817, -1.65750], [-11.48384, -12.22162, -1.91024], [-10.33499, -12.94305, -3.26457], [-8.95079, -15.11554, -1.50658], [-9.70086, -17.31927, -1.02106], [-12.01813, -17.95532, -1.01423], [-16.57977, -16.57667, -2.88627], [-17.45571, -16.45660, -1.37635], [-17.30580, -17.96455, -2.08698], [-14.48994, -18.63265, -3.12090], [-15.11376, -19.66589, -1.97464], [-13.49317, -19.16848, -1.70592], [-15.31518, -17.31094, 1.47758], [-13.90230, -18.18993, 0.91864], [-15.47166, -18.95373, 0.69587], [-11.97076, -11.93344, 0.71918], [-13.19925, -10.69686, 0.03178], [-12.30585, -9.14824, -0.60153], [-14.24652, -9.95987, 1.33723], [-13.98778, -11.47113, -1.31020], [-14.63473, -10.68052, -2.18345], [-15.67106, -9.82136, -1.70091], [-16.27342, -8.83732, -2.46983], [-15.91606, -8.65343, -3.80663], [-14.97574, -9.50589, -4.36304], [-14.40508, -10.53593, -3.63028], [-13.65965, -11.55173, -4.25839], [-13.76547, -11.74937, -5.65294], [-12.54840, -11.76156, -6.39635], [-12.54158, -11.98517, -7.75866], [-13.72499, -12.18529, -8.43367], [-14.86196, -12.26793, -7.71408], [-14.93607, -12.15887, -6.32050], [-11.85906, -11.77933, 1.79629], [-11.03338, -11.73981, 0.22292], [-12.23258, -13.01598, 0.61081], [-13.07079, -8.48934, -1.01364], [-11.51805, -9.29555, -1.38746], [-11.82857, -8.68791, 0.23243], [-13.66741, -9.90883, 2.27706], [-15.15503, -10.52687, 1.55658], [-14.51863, -8.99624, 0.98072], [-16.00326, -10.00698, -0.66173], [-17.03439, -8.15501, -2.04470], [-16.39231, -7.86199, -4.46802], [-14.78457, -9.41350, -5.41890], [-11.67085, -11.58757, -5.74661], [-11.55087, -11.92104, -8.27977], [-13.73748, -12.37727, -9.47891], [-15.81811, -12.55309, -8.22939], [-15.79335, -12.20894, -5.71365], [-12.91703, -15.86789, -6.96429], [-12.74954, -16.46726, -5.59573], [-11.44823, -16.07744, -4.88279], [-12.69437, -17.97134, -5.67734], [-13.89626, -16.01287, -4.78935], [-13.70993, -14.67954, -4.34705], [-12.18926, -16.20808, -7.68015], [-12.76798, -14.76418, -6.98953], [-13.88172, -16.08596, -7.39294], [-10.66123, -16.69108, -5.34986], [-11.44693, -16.27428, -3.80818], [-11.06120, -15.04793, -5.03536], [-12.11589, -18.27034, -6.58567], [-13.72494, -18.40228, -5.59091], [-12.26397, -18.35493, -4.76539], [-13.91893, -16.48751, -3.91001], [-14.05672, -13.96796, -4.97748], [-12.70384, -14.42303, -4.24909]],
  "mulliken_charge": [2.399, -0.617, 0.544, -0.790, -0.461, -0.275, 0.329, -0.493, -0.826, -0.429, 0.365, 0.351, -1.259, 0.300, -1.092, -0.809, -0.843, 0.894, 0.900, 0.434, -0.248, -1.083, -1.190, -1.034, 0.634, -0.299, 0.112, 0.556, 0.373, 0.259, 0.251, 0.371, 0.487, 0.137, 0.507, 0.395, 0.285, 0.254, 0.390, -0.961, 0.437, -1.395, -1.051, 0.551, 0.035, -0.105, -0.971, -0.649, -0.797, 0.308, 0.254, -0.638, -0.223, -0.618, -0.413, -0.787, 0.372, 0.532, 0.286, 0.048, 0.340, 0.237, 0.412, 0.321, 0.125, 0.336, 0.148, 0.346, 0.270, 0.530, 0.317, 0.314, 0.433, 0.274, 0.688, -1.880, 2.486, -1.943, -1.809, -0.585, 0.379, 0.527, 0.100, 0.422, 0.554, 0.543, 0.361, 0.402, 0.366, 0.409, -0.176, 0.016, -0.256]
}



{
  "formula": "H2NO4P",
  "method": "the ωB97M-V functional and the def2-TZVPD basis",
  "mol_weight_g_mol": 110.99,
  "orbital_gap_ev": 9.2,
  "homo_energy_ev": -10.012,
  "smiles": "[H]/P=N\\OOOO",
  "e_above_lowest_kj_mol": 1019.1,
  "energy_ev": -18990.53289,
  "multiplicity": 1,
  "total_charge": 0,
  "e_lumo_ev": -0.85,
  "symbols": ["H", "P", "N", "O", "O", "O", "O", "H"],
  "xyz": [[-1.03171, 0.57512, 1.27191], [0.26827, 0.75149, 1.79399], [1.01862, 1.46651, 0.62092], [0.52202, 1.28998, -0.77595], [-0.51953, 0.45805, -0.88543], [0.07625, -0.74139, -1.41779], [0.21965, -1.64769, -0.35049], [-0.55358, -2.15208, -0.25716]],
  "mulliken_charge": [0.083, 0.151, -0.098, -0.072, -0.046, -0.031, -0.326, 0.338]
}



{
  "formula": "C3H2FO4Pr",
  "method": "the ωB97M-V functional and the def2-TZVPD basis",
  "mol_weight_g_mol": 261.95,
  "orbital_gap_ev": [4.5, 8.0],
  "homo_energy_ev": [-20.271, -23.788],
  "energy_ev": -28083.75653,
  "multiplicity": 4,
  "total_charge": 3,
  "e_lumo_ev": [-15.79, -15.79],
  "symbols": ["C", "O", "H", "C", "O", "C", "O", "O", "Pr", "F", "H"],
  "xyz": [[1.54203, 2.44355, -0.69858], [2.40650, 2.56088, -1.42122], [1.20965, -0.05103, 0.06310], [-0.79567, 0.65610, -0.99228], [-1.21092, -0.19704, 0.01038], [-0.38561, -0.88721, 0.77135], [0.88962, -0.76740, 0.65592], [-0.88935, -1.70601, 1.53602], [-0.67320, -3.59080, 3.28794], [-0.66091, -0.00093, -2.13248], [-1.43213, 1.53988, -1.08015]],
  "mulliken_charge": [0.178, -0.028, 0.356, 0.275, -0.115, 0.859, -0.291, -0.565, 1.920, 0.013, 0.397]
}



{
  "formula": "C12H17N",
  "method": "the ωB97M-V functional and the def2-TZVPD basis",
  "mol_weight_g_mol": 175.28,
  "orbital_gap_ev": [9.2, 6.5],
  "homo_energy_ev": [-13.160, -13.567],
  "e_above_lowest_kj_mol": 99.2,
  "energy_ev": -14201.75470,
  "multiplicity": 2,
  "total_charge": 1,
  "e_lumo_ev": [-3.94, -7.08],
  "symbols": ["C", "C", "C", "C", "C", "C", "C", "C", "C", "N", "H", "H", "H", "H", "H", "H", "H", "H", "H", "C", "C", "C", "H", "H", "H", "H", "H", "H", "H", "H"],
  "xyz": [[3.30787, -1.03805, 1.57806], [0.65430, -1.22756, -0.95223], [1.65451, -0.45132, -0.29737], [2.08195, -1.26604, 0.75721], [1.30751, -2.42537, 0.83744], [0.03311, -0.78792, -2.09796], [0.48212, 0.42705, -2.64782], [2.01902, 0.77486, -0.87785], [1.48139, 1.23620, -2.04671], [0.47547, -2.45387, -0.25752], [-0.50666, -2.66810, -0.14751], [-0.80222, -1.25104, -2.60284], [1.28134, -3.19161, 1.59380], [-0.06538, 0.76100, -3.51616], [2.81784, 1.31353, -0.37283], [3.01123, -1.21608, 2.62244], [3.87078, -0.13869, 1.37655], [1.69429, 2.23281, -2.39783], [3.96726, -1.91145, 1.48597], [-3.08217, 0.93341, 1.01792], [-3.27645, 1.69904, -0.29751], [-1.65842, 0.93542, 1.47681], [-3.74450, 1.43087, 1.73470], [-3.47399, -0.08038, 0.91755], [-4.27238, 1.67007, -0.72381], [-1.50078, 0.81349, 2.55649], [-1.12838, -0.03014, 1.32256], [-2.52732, 1.40579, -1.04699], [-2.98816, 2.72824, -0.06706], [-1.11319, 1.77585, 1.07250]],
  "mulliken_charge": [-1.331, 0.152, 0.704, 0.757, -0.451, -0.778, -0.207, -0.292, -0.932, -0.157, 0.337, 0.437, 0.449, 0.421, 0.347, 0.355, 0.387, 0.421, 0.355, -0.213, -1.123, -0.701, 0.267, 0.338, 0.356, 0.381, -0.109, 0.188, 0.333, 0.311]
}